{"formula": "C26H32N2O6", "method": "the ωB97M-V functional and the def2-TZVPD basis", "relative_energy_kcal_mol": 75.2, "multiplicity": 1, "fmax_ev_per_a": 0.90, "smiles": "CCCOc1ccc(/C(O)=C2/C(=O)C(=O)N(CCN(C)C)[C@H]2c2ccc(OC)c(OC)c2)cc1", "orbital_gap_ev": 7.98, "e_homo_ev": -8.19, "symbols": ["C", "C", "C", "O", "C", "C", "C", "C", "C", "O", "C", "C", "O", "C", "O", "N", "C", "C", "N", "C", "C", "C", "C", "C", "C", "C", "O", "C", "C", "O", "C", "C", "C", "C", "H", "H", "H", "H", "H", "H", "H", "H", "H", "H", "H", "H", "H", "H", "H", "H", "H", "H", "H", "H", "H", "H", "H", "H", "H", "H", "H", "H", "H", "H", "H", "H"], "positions_angstrom": [[-7.06973, 1.41483, -2.66279], [-6.15907, 1.34244, -1.44468], [-4.81005, 2.00807, -1.72213], [-3.95371, 1.99592, -0.59651], [-3.30656, 0.85697, -0.24430], [-3.29615, -0.33086, -0.97084], [-2.53743, -1.39966, -0.53583], [-1.75551, -1.30615, 0.61064], [-0.86171, -2.42050, 0.94845], [-1.38827, -3.63368, 0.86312], [0.46901, -2.25592, 1.22308], [1.35196, -3.39008, 1.28483], [1.01302, -4.57137, 1.28537], [2.76654, -2.84382, 1.25685], [3.81088, -3.45833, 1.27277], [2.64441, -1.49692, 1.17212], [3.77280, -0.60947, 1.11593], [4.04999, 0.05208, 2.48665], [5.21406, 0.90132, 2.55467], [5.13389, 2.08289, 1.72454], [6.47027, 0.20391, 2.38328], [1.28493, -0.98983, 1.22359], [0.94898, -0.08898, 0.05914], [0.86077, -0.59808, -1.22571], [0.43037, 0.20815, -2.26258], [0.07098, 1.53457, -2.05425], [-0.38817, 2.35307, -3.05285], [-0.60163, 1.80590, -4.33022], [0.18850, 2.06874, -0.75691], [-0.08001, 3.34738, -0.37438], [-1.02338, 4.12396, -1.08389], [0.64069, 1.24421, 0.26672], [-1.80329, -0.13190, 1.36041], [-2.57514, 0.92744, 0.94547], [-6.62053, 0.90138, -3.51033], [-8.02593, 0.94628, -2.44626], [-7.24953, 2.44944, -2.94552], [-6.62589, 1.84933, -0.59829], [-6.00132, 0.30055, -1.15904], [-4.96088, 3.06986, -1.93852], [-4.31983, 1.54881, -2.58978], [-3.86559, -0.43616, -1.88064], [-2.52581, -2.31529, -1.10697], [-0.66491, -4.30374, 1.01762], [4.63206, -1.21703, 0.82207], [3.58093, 0.15562, 0.35767], [3.18588, 0.66106, 2.76927], [4.16915, -0.74096, 3.23045], [4.17478, 2.57289, 1.88356], [5.92712, 2.76886, 2.02204], [5.24880, 1.87242, 0.65086], [6.47453, -0.68829, 3.00576], [6.66759, -0.09085, 1.34264], [7.27730, 0.86029, 2.70953], [1.14831, -0.42634, 2.15810], [1.11508, -1.62872, -1.42042], [0.37057, -0.21568, -3.25174], [-1.30950, 0.97126, -4.29851], [-1.02332, 2.61481, -4.92548], [0.33410, 1.47260, -4.78986], [-1.96413, 3.58304, -1.21010], [-1.19298, 5.00157, -0.46045], [-0.64587, 4.43621, -2.05892], [0.71353, 1.68317, 1.24965], [-1.25169, -0.06406, 2.28428], [-2.61691, 1.84222, 1.51465]], "nbo_charge": [-0.606, -0.426, -0.060, -0.493, 0.321, -0.274, -0.148, -0.162, 0.474, -0.642, -0.252, 0.450, -0.577, 0.577, -0.586, -0.401, -0.256, -0.213, -0.435, -0.413, -0.414, -0.063, -0.076, -0.165, -0.294, 0.237, -0.508, -0.249, 0.254, -0.503, -0.245, -0.187, -0.140, -0.265, 0.202, 0.219, 0.204, 0.210, 0.207, 0.194, 0.169, 0.212, 0.226, 0.521, 0.237, 0.208, 0.186, 0.203, 0.199, 0.201, 0.163, 0.206, 0.164, 0.199, 0.201, 0.212, 0.221, 0.175, 0.200, 0.179, 0.183, 0.188, 0.188, 0.215, 0.218, 0.230]}


{"formula": "C3HN6S3", "method": "the ωB97M-V functional and the def2-TZVPD basis", "multiplicity": 1, "fmax_ev_per_a": 3.83, "orbital_gap_ev": [4.98, 6.81], "total_charge": -1, "e_homo_ev": [-4.68, -4.89], "symbols": ["C", "C", "C", "N", "N", "N", "N", "N", "N", "S", "S", "S", "H"], "positions_angstrom": [[-0.43967, 1.96498, 0.16963], [-1.36852, 0.64084, -1.46646], [1.65575, -1.38834, 0.76891], [0.41339, 1.56314, -0.63972], [-0.07202, 0.74491, -1.52875], [0.85275, -0.39962, 1.15632], [0.86693, -2.45778, 0.58204], [-0.32240, -2.11092, 0.80735], [-0.38955, -0.86383, 1.15847], [3.33123, -1.39837, 0.67588], [-2.02622, 1.46692, -0.07424], [-2.27227, -0.16888, -2.69357], [-0.22939, 2.40696, 1.08413]], "nbo_charge": [-0.114, -0.237, -0.013, -0.221, -0.209, -0.339, -0.308, -0.131, -0.193, -0.006, 0.437, 0.119, 0.216]}


no.,calculated total energy (eV)
1,-42745.5684
2,-44570.7980